(1)
Here is C17H34OP2V as an isolated structure in a non-equilibrium geometry from the Open Molecules 2025 dataset. Energies are from ωB97M-V with the def2-TZVPD basis set.

Structure (XYZ):
```
55
Properties=species:S:1:pos:R:3:forces:R:3
P -1.601000 1.783562 1.047852 -2.203 -1.372 -0.269
P -0.661557 -0.269805 -2.223464 -3.075 -0.904 -0.478
C -2.090765 1.788727 -0.718311 -0.356 0.281 0.144
C -2.171785 0.370964 -1.346732 0.005 0.018 -0.635
H -1.416937 2.495324 -1.239390 -0.341 -0.380 -0.046
H -3.110501 2.208819 -0.715881 0.353 0.107 -0.337
H -2.453180 -0.399512 -0.590420 0.191 0.465 -0.458
H -2.944544 0.407417 -2.133150 0.155 -0.112 0.220
C -0.430926 1.000774 -3.483788 0.225 0.404 -0.998
H 0.565601 0.901601 -3.939303 -0.275 0.197 0.093
H -0.579636 2.024006 -3.107285 0.224 -0.425 -0.080
H -1.189448 0.790814 -4.259920 0.367 0.341 0.186
C -1.413796 -1.611784 -3.197546 -0.256 0.429 -0.413
H -2.112430 -1.150802 -3.911854 0.164 -0.361 0.084
H -1.953397 -2.310621 -2.549781 0.321 0.151 -0.061
H -0.613595 -2.135079 -3.733261 -0.215 -0.051 0.044
C -1.018828 3.416493 1.433000 -0.591 1.235 -0.169
H -0.582323 3.446352 2.438353 0.081 0.109 -0.360
H -1.920201 4.041133 1.401920 0.257 0.413 0.210
H -0.344298 3.769193 0.641103 0.132 -0.133 0.473
C -3.290227 1.699747 1.772405 -0.001 0.994 -0.150
H -3.815572 0.799924 1.417055 0.388 0.314 0.225
H -3.834613 2.582005 1.400532 -0.158 -0.172 0.437
H -3.213746 1.704125 2.872086 -0.241 -0.013 -0.391
V 2.845162 2.252564 0.331319 0.377 -0.265 -0.005
C 0.201038 -2.582641 -0.602184 0.152 1.152 -0.796
C 0.467528 -1.243230 -1.046271 3.502 1.743 2.301
C 0.575437 0.080035 -0.011487 -0.294 -0.658 -1.781
C 0.195417 -0.051644 1.435405 1.332 -0.655 1.282
C -1.298765 -0.199137 1.779841 0.452 -2.015 0.649
C -2.138081 -1.257937 1.311753 0.481 2.534 0.830
C -1.672313 -2.629814 1.130639 0.426 -1.598 -0.731
C -0.205338 -2.926903 0.781656 -0.322 -0.994 -0.084
C 3.774613 -0.201408 1.593960 -1.627 0.719 2.067
H 0.470123 -3.363241 -1.326825 -0.007 0.271 0.518
H 1.458432 -1.126013 -1.535913 -0.664 -0.312 -0.362
H -0.105592 0.841839 -0.458554 0.424 -0.439 0.632
H 1.539806 0.657166 -0.233293 -0.543 -1.433 0.533
H 0.767239 -0.838133 1.921791 0.194 -0.161 -0.128
H 0.607966 0.871970 1.903102 -0.528 -0.297 0.147
H -1.441764 -0.027828 2.874634 -0.189 1.162 -0.810
H -3.230710 -1.178600 1.499133 0.814 -0.059 0.498
H -2.300412 -3.148466 0.401527 0.027 -0.230 -0.210
H -1.855965 -3.146925 2.074234 -0.218 -0.167 0.392
H 0.455472 -2.516936 1.568759 -0.249 -0.153 -0.281
H -0.032632 -4.029669 0.863405 -0.428 0.671 0.053
H 3.651783 -1.244295 1.978993 -0.493 0.874 0.038
H 2.799592 0.446024 1.649948 1.078 -1.513 0.090
H 4.522594 0.324810 2.193851 -0.539 -0.292 0.356
C 5.811058 -0.066570 0.277810 -0.106 -0.613 -0.307
C 4.314148 -0.301656 0.258134 -0.388 1.072 -1.880
O 3.605860 -0.534805 -0.728179 1.334 0.274 0.748
H 6.107115 0.680541 -0.469988 0.076 -0.234 0.323
H 6.183449 -1.049529 -0.016241 0.625 0.089 -0.084
H 6.125445 0.157052 1.324820 0.149 -0.008 -1.269
```
Forces are in eV/Å.

Output
Multiplicity   4
Gap between HOMO and LUMO (alpha / beta)   0.1927 / 0.1641 Ha
<S²>   4.174

These are the Mulliken partial charges, in e, on atoms 1 to 4: P 1.05; P 1.02; C -0.94; C -0.80

---

(2)
Here is a 4-piece molecular cluster, C17H35N7O5 overall in a non-equilibrium geometry from the Open Molecules 2025 dataset. Energies are from ωB97M-V with the def2-TZVPD basis set.

Structure (XYZ):
```
64
Properties=species:S:1:pos:R:3:forces:R:3
C -3.367863 2.782063 1.950049 0.165 -0.417 -0.410
C -2.874166 2.159267 0.571719 -0.739 0.280 0.225
C -2.472680 0.622877 0.719594 -0.639 1.940 -1.029
N -1.523744 0.415636 1.829395 -3.825 -2.076 0.422
C -2.012911 -0.201206 2.949487 4.222 0.919 0.800
N -0.974308 -0.274381 3.891633 -0.874 1.043 -3.072
C 0.104480 0.332935 3.226430 -1.621 -0.542 0.021
N 1.288844 0.484679 3.801690 0.492 0.498 0.457
C 2.489284 1.134152 3.248634 1.826 -0.525 0.151
C 3.451970 0.061560 2.542775 0.094 0.248 0.528
N -0.223385 0.732825 1.948301 -0.086 -1.057 1.962
C 0.499076 1.366363 0.825107 2.468 5.796 -3.227
O 0.929738 0.754384 -0.156543 -1.162 -2.117 1.494
O 0.631240 2.657056 0.881639 -1.241 -3.180 1.779
H -2.537074 2.685468 2.703842 -0.959 0.399 -0.583
H -3.700728 3.853598 1.827692 0.682 -1.108 0.100
H -4.279363 2.228535 2.318873 0.988 0.361 -0.280
H -3.776695 2.212408 -0.111696 1.141 -0.247 0.443
H -2.050732 2.773571 0.109374 -0.718 -0.726 0.614
H -2.109696 0.255769 -0.275775 -0.009 0.083 1.103
H -3.424631 0.097765 1.006135 1.232 0.239 -0.136
H -3.057029 -0.570512 3.038064 0.949 0.372 -0.042
H 1.373682 0.106467 4.746918 -0.286 0.187 -0.692
H 2.294554 2.032292 2.611252 -0.364 -1.013 0.449
H 3.083587 1.507142 4.135288 -0.933 -0.219 -0.860
H 4.327628 -0.133216 3.233648 -0.874 0.239 -0.800
H 2.941330 -0.939901 2.438201 0.346 1.197 -0.214
H 3.897074 0.437788 1.577936 -0.887 -0.616 1.233
C -5.627137 -2.394027 2.333107 -0.049 -0.195 -0.210
O -5.078926 -1.375129 2.722445 0.187 0.002 -0.258
N -5.503302 -2.926036 1.096663 -0.145 0.080 0.499
C -6.190112 -4.143588 0.710354 0.152 0.137 -0.158
C -4.657015 -2.258953 0.124819 0.022 0.157 0.242
H -6.290895 -2.978097 2.989458 -0.007 -0.010 -0.032
H -5.452421 -4.894059 0.417834 -0.144 -0.086 -0.020
H -6.847115 -3.931574 -0.136035 -0.030 -0.165 0.025
H -6.786076 -4.532341 1.535513 0.065 0.090 -0.007
H -3.637887 -2.201871 0.513790 0.013 0.026 -0.153
H -5.026182 -1.243835 -0.037272 0.093 -0.026 -0.113
H -4.658485 -2.803561 -0.817863 -0.049 -0.010 0.103
C 5.846513 0.756353 -0.388405 0.099 0.001 -0.168
O 5.640137 0.280961 0.713775 0.615 -0.075 -0.461
N 6.664255 0.223256 -1.326499 -0.259 0.293 0.131
C 6.861589 0.845988 -2.620074 0.100 -0.247 0.131
C 7.364754 -1.011619 -1.025252 -0.160 0.047 0.249
H 5.363654 1.691338 -0.715357 0.011 -0.006 -0.058
H 6.553049 0.150508 -3.404245 0.049 0.140 -0.110
H 7.920048 1.086830 -2.744925 -0.058 0.062 -0.162
H 6.275588 1.760801 -2.704475 0.004 -0.073 0.082
H 6.636091 -1.793607 -0.802181 0.143 -0.059 0.028
H 7.995409 -0.862707 -0.146479 0.008 -0.154 -0.036
H 7.980403 -1.315100 -1.870824 -0.073 0.102 0.008
C -1.632720 1.136674 -4.178100 0.189 -0.105 -0.055
O -2.329648 1.513912 -5.102041 0.104 -0.094 -0.046
N -0.481903 0.435339 -4.303742 -0.304 0.134 0.234
C 0.296990 0.018715 -3.151795 -0.053 -0.036 -0.320
C -0.014642 0.090648 -5.632713 -0.285 0.186 -0.035
H -1.898148 1.346727 -3.128321 0.085 -0.027 0.058
H 1.295856 0.454005 -3.219104 -0.002 -0.072 0.239
H 0.374723 -1.071729 -3.148269 0.101 0.024 0.136
H -0.170124 0.345670 -2.224624 0.123 0.046 -0.068
H 0.142628 1.005517 -6.208027 0.019 -0.126 -0.113
H -0.773836 -0.511104 -6.137125 0.113 0.033 -0.125
H 0.917402 -0.469691 -5.573672 -0.067 0.047 0.107
```
Forces are in eV/Å.

Output
Multiplicity   1
Gap between HOMO and LUMO   0.3164 Ha

These are the Mulliken partial charges, in e, on atoms 1 to 4: C -1.12; C -0.42; C -0.25; N 0.33

---

(3)
Here is a 3-piece molecular cluster, C17H36Cl2O11S overall in a non-equilibrium geometry from the Open Molecules 2025 dataset. Energies are from ωB97M-V with the def2-TZVPD basis set.

Structure (XYZ):
```
67
Properties=species:S:1:pos:R:3:forces:R:3
C 5.221265 3.227129 2.703167 0.272 -1.274 -0.719
C 4.561737 4.053497 1.439153 1.985 -0.563 -0.718
O 3.851830 5.285165 1.801871 -1.105 -2.240 0.920
C 2.742320 5.071001 2.730634 -1.394 0.914 1.028
C 1.865056 3.710029 2.506062 0.845 -0.224 0.359
O 1.358907 3.776011 1.119486 -2.168 -2.542 1.855
S 0.188926 2.501117 1.168728 0.612 -5.209 -5.361
O 0.918540 1.107177 1.252685 -2.312 5.952 1.392
O -0.677966 2.376163 -0.106614 2.534 2.539 5.429
O -0.604273 3.029614 2.620480 3.096 0.565 -0.945
C 0.532724 3.443171 3.470701 0.438 -0.913 0.954
Cl 0.125902 4.754012 4.762079 0.176 -1.410 -2.274
Cl 0.948024 1.921197 4.500159 -0.368 1.465 -0.796
H 4.543483 3.169157 3.658255 1.423 0.360 -1.810
H 5.327007 2.099605 2.323545 -0.245 2.380 0.835
H 6.340281 3.559268 2.947972 -2.748 -0.398 -0.370
H 5.496299 4.404314 0.781140 -2.234 -0.548 1.450
H 3.949517 3.342540 0.700596 0.914 1.580 1.917
H 3.052679 5.125422 3.881930 -0.394 -0.364 -2.520
H 1.990474 5.985236 2.576808 1.688 -2.023 0.195
H 2.453708 2.692835 2.678165 -0.965 2.361 -0.668
C 1.880031 -1.641623 0.559893 0.070 -0.252 -0.281
O 1.754382 -2.442657 -0.604198 0.015 0.328 -0.084
C 0.662297 -2.036280 -1.431095 0.675 -0.474 -0.227
C 0.980244 -2.302964 -2.906900 -0.119 0.314 0.143
O 1.901053 -1.362199 -3.476795 0.170 -0.350 0.332
C 3.266966 -1.481997 -3.056152 -0.081 -0.044 -0.337
C 3.973923 -2.717814 -3.615136 -0.255 -0.057 0.471
O 3.572969 -3.891560 -2.909140 -0.188 -0.091 -0.378
C 3.604710 -5.056867 -3.720675 -0.100 0.333 0.363
H 1.014282 -1.780089 1.212574 -0.046 0.183 0.105
H 2.779825 -1.950693 1.094276 -0.068 -0.139 -0.081
H 1.987629 -0.586881 0.292519 -0.105 -0.067 0.056
H 0.445164 -0.972618 -1.297939 0.054 0.024 0.029
H -0.210284 -2.622801 -1.132963 -0.281 0.062 -0.092
H 0.051603 -2.180877 -3.475267 0.093 0.149 0.053
H 1.311817 -3.329811 -3.075199 0.099 0.062 0.262
H 3.350917 -1.422226 -1.970395 -0.014 -0.279 0.003
H 3.771824 -0.595964 -3.456293 -0.114 -0.109 -0.112
H 5.056513 -2.613476 -3.492220 0.108 0.191 -0.128
H 3.746266 -2.809703 -4.685989 -0.026 0.018 0.099
H 2.974952 -4.923251 -4.606896 0.102 -0.027 -0.095
H 3.199780 -5.887847 -3.139514 0.102 0.140 0.044
H 4.629917 -5.288451 -4.013862 0.069 -0.109 -0.174
C -2.241627 0.193082 -1.360301 -0.329 -0.197 0.030
O -3.401211 -0.565314 -1.055749 0.186 -0.024 0.326
C -3.104203 -1.730369 -0.283750 -0.794 0.374 -0.128
C -4.271444 -2.063981 0.652446 0.341 0.020 0.109
O -4.359462 -1.199588 1.793842 -0.119 0.159 -0.459
C -4.812918 0.137131 1.539730 -0.189 -0.187 0.198
C -6.299515 0.223670 1.190394 0.344 -0.063 -0.410
O -6.526929 -0.191766 -0.155923 -0.196 -0.339 0.201
C -7.807015 -0.779378 -0.339300 0.484 0.140 -0.054
H -1.577978 -0.373735 -2.018308 0.132 0.053 -0.036
H -2.552334 1.105868 -1.871184 -0.065 -0.123 0.024
H -1.715068 0.476981 -0.445050 0.025 -0.177 -0.146
H -2.198001 -1.585156 0.311200 0.044 0.039 0.048
H -2.948466 -2.555709 -0.982925 0.112 -0.274 0.076
H -4.096108 -3.065770 1.059874 0.092 0.153 0.066
H -5.223463 -2.110397 0.119356 0.151 0.210 -0.143
H -4.190327 0.628063 0.790828 -0.184 -0.083 -0.191
H -4.655941 0.679408 2.478528 -0.088 -0.170 -0.001
H -6.641516 1.259752 1.277377 0.014 0.099 0.233
H -6.871504 -0.398258 1.892556 0.079 0.016 -0.062
H -7.938541 -1.629438 0.338886 -0.119 0.046 0.064
H -7.867530 -1.151155 -1.364172 0.076 0.146 0.072
H -8.592120 -0.038953 -0.177990 -0.205 -0.032 0.061
```
Forces are in eV/Å.

Output
SMILES   CCOC[C@@H]1OS(=O)(=O)OC1(Cl)Cl.COCCOCCOC.COCCOCCOC
Multiplicity   1
Gap between HOMO and LUMO   0.2898 Ha

These are the Mulliken partial charges, in e, on atoms 1 to 4: C -0.78; C -0.16; O -0.35; C -0.79